Computed, not measured: an isolated ion of composition C7H15N2 and charge +1, with the ωB97M-V functional and the def2-TZVPD basis.

Kohn-Sham gap   10.35 eV
LUMO level   -3.23 eV
Net charge   +1
E_HOMO   -0.4988 Ha
Spin multiplicity   1

XYZ file:
```
24
C7H15N2 the ωB97M-V functional and the def2-TZVPD basis
C 0.2130 -0.5388 -0.8915
C -1.0285 0.2371 -0.9293
C -0.3565 1.1357 1.0695
C 0.5203 -1.4309 -2.0276
C 0.6053 2.2511 0.6958
C -2.4138 -0.0694 1.0499
C 1.8854 -1.1261 0.7058
N -1.3165 0.5975 0.3451
N 0.8852 -0.3838 0.1523
H -0.9074 1.2003 -1.4479
H -1.8498 -0.4273 -1.4342
H -0.6262 1.2402 2.1158
H 1.4898 -1.2544 -2.5564
H -0.2354 -1.5859 -2.8191
H 0.6606 -2.3459 -1.4990
H 1.3292 2.4870 1.4904
H -0.0035 3.1389 0.6890
H 1.0447 2.2047 -0.2920
H -3.3193 0.3476 0.6784
H -2.4703 -1.1473 0.9372
H -2.4082 0.2098 2.0536
H 1.5494 -1.5084 1.6120
H 2.7355 -0.5144 0.8105
H 2.2228 -1.9666 0.0426
```

Computed, not measured: a 2-piece molecular cluster, C8H21N3 overall, with the ωB97M-V functional and the def2-TZVPD basis.

Kohn-Sham gap (spin up / spin down)   10.71 / 6.31 eV
LUMO level (spin up / spin down)   -6.25 / -12.57 eV
Net charge   +2
E_HOMO (spin up / spin down)   -0.6233 / -0.6937 Ha
⟨S²⟩   2.009
Spin multiplicity   3

XYZ file:
```
32
C8H21N3 the ωB97M-V functional and the def2-TZVPD basis
C 2.6672 0.6429 -0.1660
C 1.1806 0.7894 -0.3310
C -1.4023 0.0650 -1.6407
C -2.1916 -0.5206 0.7171
C -1.4701 1.8058 0.0596
C 1.2010 -2.1065 -1.1019
C 0.2985 0.3140 1.8116
C -1.1901 0.3200 -0.1081
N 1.9836 1.8658 0.1613
N 0.5589 -1.8771 0.1766
N 0.1586 0.0715 0.4081
H 2.9568 0.0961 0.7123
H 3.4724 0.6408 -0.8965
H 0.8076 1.0359 -1.3034
H -0.8034 0.6636 -2.2214
H -1.1776 -0.8792 -1.9453
H -2.4176 0.1532 -1.9417
H -2.5952 0.2452 1.5241
H -1.5977 -1.2324 1.2448
H -3.0681 -0.9390 0.1301
H -1.8074 2.2131 0.9967
H -0.8715 2.6308 -0.5360
H -2.5536 1.8147 -0.4154
H 2.2131 -1.6958 -1.0727
H 1.2084 -3.2006 -1.3043
H 0.6001 -1.5671 -1.8141
H -0.1877 -0.4117 2.4524
H 1.4002 0.3378 2.0496
H -0.0287 1.2199 2.1541
H 1.9871 2.3139 1.0570
H -0.3775 -2.3801 0.1719
H 1.0459 -2.4297 0.9713
```

Computed, not measured: one molecule with the formula C5H8O, with the ωB97M-V functional and the def2-TZVPD basis.

Kohn-Sham gap   10.55 eV
LUMO level   0.96 eV
Net charge   0
E_HOMO   -0.3522 Ha
Spin multiplicity   1

XYZ file:
```
14
C5H8O the ωB97M-V functional and the def2-TZVPD basis
C 0.3550 -0.1939 -1.5180
C -0.0039 -0.7404 -0.1298
C 0.9103 -0.3839 0.9815
C -0.5339 0.0597 1.0873
C -1.1475 1.3741 0.7949
O -1.0479 1.9516 -0.2645
H 1.0088 0.6849 -1.4779
H 0.9332 -0.9857 -2.0189
H -0.4932 0.0596 -2.1612
H -0.4076 -1.7475 -0.1686
H 1.6791 0.3566 0.7846
H 1.1804 -1.1730 1.6762
H -1.0353 -0.4446 1.9211
H -1.8229 1.7794 1.5802
```

Across the entries above, molecular weight takes the values 127.21, 159.28, 84.12 u, respectively.
Across the entries above, largest force on an atom takes the values 4.21, 5.17, 0.69 eV/A, respectively.